No. 1
The following is a quantum chemistry calculation of 2 unconnected molecules or ions with the total composition C5H12O3 at a distorted geometry, from the OMol25 dataset.

Results
charge	0
SMILES	CC(C)=CO.OCO
energy	-423.354923	a.u.
energy above the lowest of the compared OMol25 structures with the same formula, charge and spin	62.07	kcal per mole

Last columns: bonded neighbours and bond lengths (Å).
CARTESIAN COORDINATES (ANGSTROEM)
1 C 0.948 -0.619 0.032  C2 1.365, C4 1.497, C5 1.497
2 C 0.900 0.720 -0.230  C1 1.365, O6 1.387, H12 1.088
3 C -2.203 0.660 -0.398  O7 1.660, O8 1.356, H13 1.089, H14 1.090
4 C 1.430 -1.578 -1.013  C1 1.497, H16 1.096, H17 1.094, H18 1.089
5 C 0.766 -1.187 1.405  C1 1.497, H15 1.093, H19 1.088, H20 1.099
6 O 0.623 1.569 0.832  C2 1.387, H9 0.967
7 O -1.039 1.589 -1.132  C3 1.660, H10 0.974
8 O -2.261 0.908 0.934  C3 1.356, H11 0.972
9 H 0.221 2.370 0.470  O6 0.967
10 H -1.243 2.539 -1.055  O7 0.974
11 H -1.383 0.800 1.337  O8 0.972
12 H 1.394 1.138 -1.105  C2 1.088
13 H -3.118 1.004 -0.875  C3 1.089
14 H -1.886 -0.345 -0.679  C3 1.090
15 H 1.666 -1.711 1.738  C5 1.093
16 H 0.734 -2.416 -1.128  C4 1.096
17 H 2.383 -2.031 -0.723  C4 1.094
18 H 1.561 -1.091 -1.977  C4 1.089
19 H 0.566 -0.409 2.139  C5 1.088
20 H -0.061 -1.909 1.428  C5 1.099

=====

No. 2
The following is a quantum chemistry calculation of 2 unconnected molecules or ions with the total composition C5H12O3 at a distorted geometry, from the OMol25 dataset.

Results
charge	0
SMILES	C[C@H](O)CCO.C=O
energy	-423.369778	a.u.
energy above the lowest of the compared OMol25 structures with the same formula, charge and spin	52.75	kcal per mole

Last columns: bonded neighbours and bond lengths (Å).
CARTESIAN COORDINATES (ANGSTROEM)
1 C 0.639 -1.317 -1.544  C2 1.523, H6 1.099, H7 1.099, H8 1.099
2 C 0.577 -0.721 -0.143  C1 1.523, C3 1.532, O14 1.424, H16 1.166
3 C -0.860 -0.638 0.381  C2 1.532, C4 1.524, H9 1.101, H10 1.102
4 C -1.782 0.264 -0.429  C3 1.524, O5 1.415, H11 1.105, H12 1.099
5 O -3.044 0.445 0.185  C4 1.415, H13 0.962
6 H 1.686 -1.428 -1.858  C1 1.099
7 H 0.167 -2.309 -1.567  C1 1.099
8 H 0.143 -0.658 -2.270  C1 1.099
9 H -1.289 -1.651 0.428  C3 1.101
10 H -0.837 -0.276 1.422  C3 1.102
11 H -1.296 1.240 -0.608  C4 1.105
12 H -1.992 -0.177 -1.413  C4 1.099
13 H -2.924 0.891 1.029  O5 0.962
14 O 1.344 -1.579 0.695  C2 1.424, H15 0.961
15 H 1.371 -1.218 1.585  O14 0.961
16 H 1.189 0.268 -0.235  C2 1.166
17 C 1.741 2.279 1.125  O18 1.224, H19 1.110, H20 1.110
18 O 2.679 2.015 0.383  C17 1.224
19 H 0.838 2.774 0.713  C17 1.110
20 H 1.649 1.797 2.122  C17 1.110

=====

No. 3
The following is a quantum chemistry calculation of 3 unconnected molecules or ions with the total composition C5H12O3 at a distorted geometry, from the OMol25 dataset.

Results
charge	+1
⟨S²⟩	0.775
energy	-423.084355	a.u.
energy above the lowest of the compared OMol25 structures with the same formula, charge and spin	13.77	kcal per mole
2S+1	2

Last columns: bonded neighbours and bond lengths (Å).
CARTESIAN COORDINATES (ANGSTROEM)
1 C -0.783 -0.420 -2.517  C2 1.349, H7 1.081, H8 1.088
2 C -0.209 -0.068 -1.349  C1 1.349, C3 1.424, H9 1.084
3 C -0.151 -0.971 -0.249  C2 1.424, C4 1.406, H10 1.076
4 C 0.071 -0.478 1.049  C3 1.406, O5 1.324, C6 1.480
5 O 0.456 0.788 1.061  C4 1.324, H11 0.966
6 C -0.153 -1.251 2.292  C4 1.480, H12 1.087, H13 1.090, H14 1.096
7 H -0.905 0.181 -3.406  C1 1.081
8 H -1.218 -1.409 -2.653  C1 1.088
9 H 0.357 0.855 -1.299  C2 1.084
10 H -0.532 -1.955 -0.461  C3 1.076
11 H 0.653 1.046 1.971  O5 0.966
12 H -1.149 -1.683 2.229  C6 1.087
13 H 0.008 -0.632 3.174  C6 1.090
14 H 0.640 -2.004 2.362  C6 1.096
15 H -1.690 2.463 0.641  O17 0.959
16 H -1.899 2.732 -0.820  O17 0.965
17 O -2.264 2.949 0.046  H15 0.959, H16 0.965
18 H 2.426 0.303 -0.172  O20 0.948
19 H 3.107 -0.381 -1.401  O20 0.967
20 O 3.237 -0.065 -0.497  H18 0.948, H19 0.967

=====

Copy entry 1 word for word.
The following is a quantum chemistry calculation of 2 unconnected molecules or ions with the total composition C5H12O3 at a distorted geometry, from the OMol25 dataset.

Results
charge	0
SMILES	CC(C)=CO.OCO
energy	-423.354923	a.u.
energy above the lowest of the compared OMol25 structures with the same formula, charge and spin	62.07	kcal per mole

Last columns: bonded neighbours and bond lengths (Å).
CARTESIAN COORDINATES (ANGSTROEM)
1 C 0.948 -0.619 0.032  C2 1.365, C4 1.497, C5 1.497
2 C 0.900 0.720 -0.230  C1 1.365, O6 1.387, H12 1.088
3 C -2.203 0.660 -0.398  O7 1.660, O8 1.356, H13 1.089, H14 1.090
4 C 1.430 -1.578 -1.013  C1 1.497, H16 1.096, H17 1.094, H18 1.089
5 C 0.766 -1.187 1.405  C1 1.497, H15 1.093, H19 1.088, H20 1.099
6 O 0.623 1.569 0.832  C2 1.387, H9 0.967
7 O -1.039 1.589 -1.132  C3 1.660, H10 0.974
8 O -2.261 0.908 0.934  C3 1.356, H11 0.972
9 H 0.221 2.370 0.470  O6 0.967
10 H -1.243 2.539 -1.055  O7 0.974
11 H -1.383 0.800 1.337  O8 0.972
12 H 1.394 1.138 -1.105  C2 1.088
13 H -3.118 1.004 -0.875  C3 1.089
14 H -1.886 -0.345 -0.679  C3 1.090
15 H 1.666 -1.711 1.738  C5 1.093
16 H 0.734 -2.416 -1.128  C4 1.096
17 H 2.383 -2.031 -0.723  C4 1.094
18 H 1.561 -1.091 -1.977  C4 1.089
19 H 0.566 -0.409 2.139  C5 1.088
20 H -0.061 -1.909 1.428  C5 1.099

=====

Question: Which of these has the lowest energy above the lowest of the compared OMol25 structures with the same formula, charge and spin?
Answer: number 3

=====

Question: Which of these has the highest energy above the lowest of the compared OMol25 structures with the same formula, charge and spin?
Answer: number 1